Record 1
Formula: C15H21IN3NaO5S3
Source: the OMol25 dataset
Level of theory: ωB97M-V/def2-TZVPD

ΔE to the lowest compared entry with this formula, charge and spin, kJ/mol: 208.1
Highest occupied orbital energy, eV: -0.901
Molecular weight, g/mol: 569.444
LUMO, hartree: 0.1369
Orbital gap, eV: 4.63

```
! RIJCOSX wB97M-V def2-TZVPD def2/J DEFGRID3
* xyz -2 1
Na -0.539 0.559 -0.042
C 1.703 2.788 1.179
C 0.855 2.101 2.260
N 0.794 0.663 2.108
C 1.866 -0.143 2.624
C 3.184 -0.083 1.836
S 3.081 -0.376 0.044
C 3.592 1.229 -0.638
C 2.472 2.167 -1.097
N 1.398 2.279 -0.140
H 2.763 2.617 1.378
H 1.552 3.875 1.267
H -0.166 2.475 2.172
H 1.242 2.400 3.252
H -0.119 0.301 2.358
H 1.519 -1.178 2.632
H 2.123 0.120 3.669
H 3.845 -0.845 2.255
H 3.685 0.874 1.989
H 4.216 1.005 -1.505
H 4.248 1.697 0.099
H 2.031 1.759 -2.010
H 2.953 3.135 -1.337
H 0.570 2.713 -0.525
O -6.247 2.221 1.633
C -5.086 1.930 1.397
C -4.439 0.599 1.639
O -4.997 -0.395 2.094
C -3.025 0.729 1.253
C -2.812 2.045 0.688
O -1.726 2.466 0.192
C -4.038 2.840 0.832
O -4.191 4.025 0.549
O -2.138 -0.159 1.399
I -0.118 -0.880 -4.783
C 0.290 0.157 -2.829
H 0.387 -0.734 -2.183
H -0.739 0.525 -2.652
S 0.162 -2.660 0.353
C -0.345 -3.652 -0.844
N -0.634 -3.287 -2.109
C -1.422 -4.220 -2.887
C -0.953 -5.598 -2.434
S -0.596 -5.392 -0.668
H -0.699 -2.291 -2.298
H -1.239 -4.060 -3.949
H -2.491 -4.088 -2.690
H -0.048 -5.896 -2.963
H -1.722 -6.356 -2.573
*
```

Taken from the Löwdin analysis, the atomic charges in e are:
1 Na 0.2530
2 C -0.2025
3 C -0.1929
4 N -0.0816
5 C -0.2882
6 C -0.4729
7 S 0.8504
8 C -0.4777
9 C -0.2930
10 N -0.0753
11 H 0.0849
12 H 0.1163
13 H 0.1121
14 H 0.1111
15 H 0.0955
16 H 0.0900
17 H 0.1081
18 H 0.0584
19 H 0.0527
20 H 0.0618
21 H 0.0540
22 H 0.0633
23 H 0.1080
24 H 0.1059
25 O 0.0438
26 C -0.3110
27 C -0.3287
28 O 0.0277
29 C -0.3229
30 C -0.3223
31 O -0.0636
32 C -0.3311
33 O 0.0236
34 O -0.0739
35 I 0.3355
36 C -0.6287
37 H -0.1598
38 H -0.1165
39 S 0.6629
40 C -1.1592
41 N -0.0759
42 C -0.2584
43 C -0.4551
44 S 0.8792
45 H 0.0445
46 H 0.0892
47 H 0.1221
48 H 0.0709
49 H 0.0663

=====

Record 2
Formula: C4H3N
Source: the OMol25 dataset
Level of theory: ωB97M-V/def2-TZVPD

ΔE to the lowest compared entry with this formula, charge and spin, kJ/mol: 225.7
Highest occupied orbital energy, eV: -10.588
Molecular weight, g/mol: 65.075
LUMO, hartree: -0.0128
Orbital gap, eV: 10.24

```
! RIJCOSX wB97M-V def2-TZVPD def2/J DEFGRID3
* xyz 0 1
C -1.325 -1.350 0.487
C -0.606 -0.394 0.378
C 0.256 0.762 0.226
C 0.018 1.378 -1.227
N 0.997 1.024 -1.764
H -1.979 -2.186 0.594
H 1.308 0.478 0.405
H 0.014 1.590 0.876
*
```

Taken from the Löwdin analysis, the atomic charges in e are:
1 C 0.1266
2 C -0.1627
3 C -0.2229
4 C -0.1478
5 N 0.1661
6 H 0.0322
7 H 0.1109
8 H 0.0976